Molecular formula: C8H22ClN4
Method: DFT, ωB97M-V with the def2-TZVPD basis set

```
35
C8H22ClN4 | OMol25 | ωB97M-V with the def2-TZVPD basis set
C -3.1270 -1.6857 1.5655
C -4.1837 1.7677 -0.7407
C 4.1894 0.8936 -1.3544
C 4.6682 0.9718 1.1278
C 2.0762 -1.8192 -1.5135
C -3.3581 -0.2921 1.0799
C -2.7620 1.2342 -0.8099
C 2.6360 0.2089 0.2589
N 2.1279 0.0167 1.4373
N 3.7184 0.9195 0.0095
N 1.7191 -0.4142 -1.2103
N -2.5378 -0.0567 -0.1098
Cl -0.0189 -0.2583 -0.6863
H -3.5663 -1.7900 2.5911
H -3.5440 -2.4464 0.9375
H -2.0627 -1.8642 1.5062
H -4.5390 2.4910 -1.5079
H -4.8555 0.9000 -0.9886
H -4.3910 2.1523 0.2540
H 3.3332 0.5041 -1.9414
H 4.2936 1.9211 -1.7621
H 5.0378 0.2768 -1.4260
H 4.2183 0.4289 1.8896
H 5.6601 0.5791 0.8057
H 4.8602 1.9855 1.4342
H 1.7561 -2.0280 -2.4885
H 3.1942 -1.8649 -1.3840
H 1.7462 -2.4509 -0.7188
H -3.0408 0.4472 1.8144
H -4.5154 -0.2529 0.8750
H -1.8610 1.8672 -0.7352
H -2.5272 0.9872 -1.9546
H 1.0935 -0.3055 1.4720
H 2.2592 0.6227 2.2466
H -2.7172 -0.8145 -0.8030
```

Properties
LUMO: -3.29 eV
HOMO-LUMO gap: 8.38 eV
Net charge: +1
Molar mass: 209.75 g/mol



Molecular formula: C8H22F4KN2O20P2S5
Method: DFT, ωB97M-V with the def2-TZVPD basis set

```
64
C8H22F4KN2O20P2S5 | OMol25 | ωB97M-V with the def2-TZVPD basis set
K 5.9499 -13.5593 -1.7331
N 2.6335 -15.8191 0.8633
S 1.6063 -16.8704 0.4966
O 0.2451 -16.4026 0.8974
O 1.9436 -18.2766 0.6765
F 1.4751 -16.6848 -1.0591
S 3.0365 -16.5085 2.3717
O 4.2049 -17.4319 2.4558
O 1.9895 -16.7346 3.3850
F 3.6095 -15.0689 2.8527
N 5.1130 -8.7339 -1.5831
S 4.6249 -7.7174 -2.8893
O 5.3550 -7.9522 -4.1483
O 4.2919 -6.3544 -2.6192
F 3.1485 -8.3246 -3.1111
S 6.0651 -7.7325 -0.9793
O 5.4850 -6.8538 -0.0025
O 7.1833 -7.3208 -1.8161
F 6.6713 -8.7757 0.0621
C 4.3964 -20.9498 -5.4072
O 4.9249 -19.7157 -4.9815
P 6.4908 -19.4504 -4.9845
O 6.9571 -18.1208 -4.4929
O 7.0176 -19.6713 -6.5762
C 7.6734 -18.6687 -7.2527
O 7.0272 -20.6940 -4.0866
C 6.9034 -20.6140 -2.7108
H 4.4634 -21.0049 -6.4938
H 3.3608 -21.1714 -5.1489
H 4.9034 -21.8000 -4.9510
H 7.3760 -18.8691 -8.2820
H 8.7477 -18.8479 -7.2091
H 7.4124 -17.6371 -7.0165
H 7.9246 -20.5225 -2.3411
H 6.3938 -21.4751 -2.2784
H 6.3631 -19.8477 -2.1550
C 10.6857 -14.5453 5.6775
O 11.3361 -13.6041 4.8471
P 11.3536 -13.6944 3.2176
O 10.1183 -13.6599 2.3779
O 12.4008 -12.5815 2.8464
C 12.1140 -11.2251 2.7572
O 12.2147 -15.0520 3.0816
C 13.5064 -15.1226 3.7235
H 10.6924 -15.4742 5.1072
H 9.6778 -14.2014 5.9097
H 11.1109 -14.5911 6.6801
H 11.2326 -11.0446 3.3725
H 11.8319 -11.0570 1.7178
H 12.8553 -10.4728 3.0269
H 13.2590 -15.5166 4.7092
H 13.9473 -14.1271 3.7761
H 14.1853 -15.7546 3.1510
C 13.0777 -8.8659 -4.6251
C 13.8883 -10.1502 -4.3171
O 13.2269 -11.2387 -4.9255
S 11.6723 -10.8115 -5.3869
O 10.7697 -10.9672 -4.2932
O 11.3023 -11.3918 -6.6650
O 12.1017 -9.2086 -5.5457
H 13.7686 -8.0820 -4.9351
H 12.6698 -8.4887 -3.6873
H 14.0555 -10.4951 -3.2967
H 14.9008 -10.1805 -4.7197
```

Properties
LUMO: 0.37 eV
HOMO-LUMO gap: 7.35 eV
Net charge: -1
Molar mass: 803.63 g/mol



Molecular formula: C8H22IN2O2
Method: DFT, ωB97M-V with the def2-TZVPD basis set

```
35
C8H22IN2O2 | OMol25 | ωB97M-V with the def2-TZVPD basis set
I 0.1183 -0.6898 -0.1813
C 4.3768 1.3038 -0.2341
C 3.3541 2.3923 -0.3940
C 4.0618 3.7426 -0.8409
O 5.0637 4.2865 0.0050
C 4.4810 4.8778 1.1747
N 2.4115 1.9456 -1.4004
H 5.0527 1.4869 0.6012
H 5.0024 1.1106 -1.1055
H 3.9620 0.3287 0.0215
H 2.7191 2.4783 0.4878
H 3.4106 4.5326 -1.2148
H 4.5859 3.5408 -1.7751
H 4.1420 5.8928 0.9676
H 5.2787 4.8204 1.9154
H 3.7014 4.3443 1.7185
H 1.8571 1.2115 -0.9835
H 2.8778 1.4167 -2.1237
C -4.6757 -2.9252 2.0281
C -3.4184 -3.2057 1.1764
C -3.5585 -2.8109 -0.3168
O -4.5472 -3.5749 -0.9290
C -4.7728 -3.1714 -2.2695
N -2.2892 -2.5740 1.8482
H -4.8115 -1.8441 2.0006
H -4.5573 -3.3842 3.0097
H -5.5706 -3.3561 1.5791
H -3.1322 -4.2567 1.1359
H -2.6521 -2.9262 -0.9112
H -3.7798 -1.7437 -0.3020
H -3.8909 -3.0866 -2.9044
H -5.2741 -2.2040 -2.2398
H -5.4872 -3.8614 -2.7185
H -1.5037 -2.4967 1.2179
H -2.5358 -1.6007 1.9571
```

Properties
LUMO: 3.03 eV
HOMO-LUMO gap: 7.12 eV
Net charge: -1
Molar mass: 305.18 g/mol



Molecular formula: C8H22LiNO4
Method: DFT, ωB97M-V with the def2-TZVPD basis set

```
36
C8H22LiNO4 | OMol25 | ωB97M-V with the def2-TZVPD basis set
Li 0.7819 -0.3281 -0.2215
C 2.5419 0.9329 -1.4635
O 1.2069 0.7989 -1.9555
H 3.0559 0.1649 -1.8035
H 2.3339 1.2519 -0.3745
H 3.0209 1.7569 -1.9735
C 1.2609 -3.0691 -1.2125
O 0.1499 -2.0891 -0.9775
H 1.3839 -2.8961 -2.2275
H 0.7469 -4.0431 -1.2235
H 2.3949 -2.9931 -0.8455
H -0.6371 -2.5771 -1.0555
C 3.0809 -1.6001 1.6895
O 2.0699 -0.6551 1.3245
C 1.1029 -0.3861 2.4375
C 0.0239 0.7779 2.1145
N -0.6641 0.3349 0.8455
C -1.4771 1.5319 0.3035
C -2.4691 1.1469 -0.8015
O -3.3661 2.3309 -1.0255
C -4.5271 2.1039 -1.8005
H 3.6739 -1.1661 2.5505
H 3.7799 -1.7951 0.9245
H 2.7029 -2.6061 2.0025
H 1.7969 -0.0301 3.3385
H 0.5209 -1.1301 2.5665
H 0.4549 1.6289 1.9285
H -0.7541 0.8399 2.7185
H -1.3991 -0.0531 1.0935
H -1.0641 2.4689 0.0235
H -2.0011 1.7959 1.3095
H -3.1551 0.3239 -0.4605
H -2.1071 0.7209 -1.6485
H -5.3181 1.5069 -1.1555
H -4.3271 1.8879 -2.9115
H -4.8181 3.1129 -2.0325
```

Properties
LUMO: 0.06 eV
HOMO-LUMO gap: 5.95 eV
Molar mass: 203.21 g/mol



Molecular formula: C8H22N6
Method: DFT, ωB97M-V with the def2-TZVPD basis set

```
36
C8H22N6 | OMol25 | ωB97M-V with the def2-TZVPD basis set
C 0.6343 -1.0204 1.3646
C -0.0277 -2.3206 0.8284
C -1.7746 -0.2938 -1.2511
C -2.6003 -0.1234 0.0118
C 0.5535 2.1962 -0.4829
C -0.7618 2.2999 1.5822
C 1.7759 1.7448 1.6442
C 0.4814 1.5679 0.8458
N 1.6440 -1.2304 2.2292
N 0.2241 0.0662 0.8894
N 0.3316 -2.6777 -0.3025
N -2.3880 -0.2460 -2.4375
N -0.5122 -0.4349 -1.2125
N 1.6297 -2.0666 -2.6353
H -0.7786 -2.8567 1.5088
H -3.5153 -0.7049 0.0015
H -2.8428 0.9032 0.0572
H -1.9131 -0.4400 0.8721
H 0.8705 3.1902 -0.3573
H 1.2045 1.6538 -1.0651
H -0.3003 2.2775 -1.1051
H -0.3338 3.2917 1.9217
H -1.3130 1.7846 2.3686
H -1.4231 2.5526 0.8414
H 2.1438 2.7452 1.3595
H 1.6366 1.8777 2.7081
H 2.5977 1.1080 1.4642
H 2.2806 -0.4151 2.4999
H 1.8182 -2.1238 2.5187
H -0.2034 -3.5113 -0.5397
H -3.4477 -0.2832 -2.4786
H -1.9841 -0.3668 -3.2855
H 1.3254 -2.3502 -1.5920
H 2.4124 -1.4764 -2.6122
H 0.8188 -1.4627 -2.8378
H 1.7369 -2.8544 -3.3222
```

Properties
LUMO (spin up / spin down): -9.08 / -8.53 eV
HOMO-LUMO gap (spin up / spin down): 7.56 / 8.13 eV
Net charge: +2
Molar mass: 202.31 g/mol



Molecular formula: C8H22N6O16S
Method: DFT, ωB97M-V with the def2-TZVPD basis set

```
53
C8H22N6O16S | OMol25 | ωB97M-V with the def2-TZVPD basis set
C 2.9808 0.1025 -2.8622
N 1.5886 -0.2114 -2.3623
O 0.6966 0.5291 -2.6553
O 1.4492 -1.2435 -1.7690
H 3.1185 -0.4258 -3.8056
H 3.5547 -0.2691 -2.0133
H 3.0027 1.1900 -2.9326
C -0.3667 -2.6511 3.9005
N -0.1527 -2.4480 2.4454
O -0.8559 -2.9933 1.6450
O 0.7124 -1.5950 2.1988
H 0.6494 -2.8711 4.2279
H -1.1458 -3.3853 4.1055
H -0.7342 -1.6524 4.1363
C -3.1519 0.0997 2.6321
N -1.9922 0.1645 3.5221
O -1.3891 1.1964 3.7150
O -1.7533 -0.8728 4.1088
H -2.6438 0.4554 1.7357
H -3.8406 0.8114 3.0872
H -3.5948 -0.8875 2.5000
C 4.0975 -1.3709 0.3800
N 3.0807 -0.2574 0.6172
O 3.1860 0.4503 1.6551
O 2.0595 -0.3140 -0.0996
H 4.4729 -1.5968 1.3780
H 4.8933 -1.0137 -0.2736
H 3.4427 -2.2077 0.1367
C -1.3305 -0.3000 -2.9819
N -0.7415 0.3929 -4.0814
O -0.3107 1.5765 -3.9143
O -0.8047 -0.2141 -5.1557
H -1.5947 -1.3242 -3.2451
H -2.2249 0.2803 -2.7553
H -0.7124 -0.3311 -2.0846
C 0.0635 -0.6527 -0.0491
N -1.2894 -0.4585 0.5731
O -1.5127 -0.8877 1.7127
O -2.0189 0.3925 0.0803
H -0.0718 -1.1259 -1.0216
H 0.6029 -1.2960 0.6461
H 0.5182 0.3336 -0.1417
C -0.1658 1.6775 -1.1634
C -1.4745 2.4010 -1.6661
O -2.0165 2.9180 -0.4990
S -0.9716 3.0846 0.7926
O -1.5474 2.6661 2.0560
O -0.5201 4.4942 0.8032
O 0.2076 2.1136 0.1298
H 0.6151 1.9613 -1.8688
H -0.3503 0.6037 -1.1952
H -2.2697 1.7189 -1.9669
H -1.4439 3.2430 -2.3575
```

Properties
LUMO: -1.09 eV
HOMO-LUMO gap: 8.75 eV
Molar mass: 490.36 g/mol